(1)
Computed, not measured: a molecular structure, C40H46CoN4OS3Si, with ωB97M-V/def2-TZVPD.

multiplicity: 5
relative energy (zero: lowest compared OMol25 entry of this formula, charge and spin): 4.2 kJ/mol
total energy: -4712.71291 Eh
HOMO-LUMO gap (spin up / spin down): 6.014 / 6.122 eV
maximum force: 0.0115 hartree/bohr
total charge: +1

Element x y z (Å)
Co -0.3691 -0.2505 0.0002
C 4.0403 0.6290 -0.2541
C 2.6202 0.2971 -0.6234
N 1.7266 0.0568 0.2868
N 2.1706 0.1364 1.6010
C 1.2436 0.4590 2.4348
S -0.4173 0.8320 2.1044
S 1.6883 0.6720 4.1374
C 3.1445 1.7308 3.9047
C 2.7519 3.1176 3.4907
C 2.3942 4.0709 4.4364
C 1.9812 5.3340 4.0469
C 1.9200 5.6645 2.6998
C 2.2820 4.7240 1.7482
C 2.6912 3.4593 2.1403
C 2.2688 0.2602 -2.0596
C 3.3050 0.4487 -2.9941
C 3.0941 0.4990 -4.3565
C 1.7974 0.3539 -4.8394
C 0.7589 0.1424 -3.9628
C 0.9566 0.0720 -2.5666
O -0.1133 -0.1758 -1.8538
H 4.1277 0.8367 0.8047
H 4.4019 1.4798 -0.8281
H 4.6899 -0.2174 -0.4810
H 3.8133 1.2665 3.1831
H 3.6415 1.7266 4.8758
H 2.4381 3.8208 5.4881
H 1.7144 6.0654 4.7960
H 1.6089 6.6549 2.3981
H 2.2740 4.9866 0.6926
H 2.9850 2.7333 1.3994
H 4.3192 0.5494 -2.6437
H 3.9239 0.6365 -5.0318
H 1.6064 0.3893 -5.9040
H -0.2524 -0.0130 -4.3137
N -0.4377 5.0896 -2.1308
C -1.4240 4.4959 -1.1582
C -1.1091 3.0117 -1.0247
N 0.2538 2.7465 -0.6463
C 1.2123 3.3780 -1.5128
C 0.9807 4.8815 -1.6698
H -0.6278 6.0810 -2.2842
H -0.5576 4.6202 -3.0341
H -2.4266 4.6846 -1.5391
H -1.2810 5.0301 -0.2194
H -1.3072 2.5086 -1.9801
H -1.7911 2.5814 -0.2939
H 0.4220 2.9150 0.3410
H 1.1604 2.9008 -2.5005
H 2.2239 3.2108 -1.1429
H 1.6373 5.3430 -2.4064
H 1.0644 5.4128 -0.7171
C 1.3112 -3.0379 -0.6635
S 0.1044 -2.5903 0.5962
C -1.2086 -3.7402 0.1517
H 0.8704 -2.9539 -1.6553
H 1.6631 -4.0526 -0.4876
H 2.1476 -2.3518 -0.5827
H -0.8698 -4.7573 0.3377
H -1.4914 -3.6190 -0.8918
H -2.0665 -3.5300 0.7856
C -4.6711 3.9855 0.5401
C -3.9958 3.4300 1.6193
C -3.5405 2.1232 1.5524
C -3.7384 1.3447 0.4063
C -4.4404 1.9127 -0.6567
C -4.9029 3.2187 -0.5941
Si -3.0170 -0.3868 0.3553
C -3.4597 -1.2540 -1.2433
C -3.1790 -0.6885 -2.4908
C -3.5163 -1.3376 -3.6653
C -4.1268 -2.5822 -3.6176
C -4.3990 -3.1716 -2.3926
C -4.0653 -2.5148 -1.2185
C -3.6522 -1.3368 1.8401
C -5.0373 -1.4747 1.9675
C -5.5895 -2.1602 3.0345
C -4.7637 -2.7175 4.0013
C -3.3899 -2.5789 3.9000
C -2.8413 -1.8898 2.8287
H -5.0428 5.0005 0.5964
H -3.8400 4.0092 2.5192
H -3.0285 1.7062 2.4093
H -4.6412 1.3286 -1.5471
H -5.4620 3.6315 -1.4231
H -2.6628 0.2612 -2.5442
H -3.2997 -0.8793 -4.6207
H -4.3871 -3.0936 -4.5348
H -4.8754 -4.1414 -2.3499
H -4.3000 -2.9797 -0.2704
H -5.6947 -1.0421 1.2236
H -6.6628 -2.2555 3.1159
H -5.1944 -3.2522 4.8363
H -2.7449 -3.0003 4.6586
H -1.7656 -1.7623 2.7795

=====

(2)
Computed, not measured: a molecular structure, C40H46N6O9P2STi, with ωB97M-V/def2-TZVPD.

relative energy (zero: lowest compared OMol25 entry of this formula, charge and spin): 953.0 kJ/mol
total energy: -4487.96527 Eh
HOMO-LUMO gap: 6.858 eV
maximum force: 0.0151 hartree/bohr

Element x y z (Å)
Ti -0.3740 0.3193 0.1901
C -2.1190 -4.0271 2.9980
C -1.6272 -2.7134 2.4414
O -1.6569 -2.5102 1.2391
C -1.0515 -1.7765 3.4136
C -0.6839 -0.5101 3.1864
C 0.0852 0.2696 4.2075
N -1.0116 0.1679 1.9788
N -2.3642 0.5620 1.9620
C -2.8537 0.5582 0.7656
O -2.1775 0.0561 -0.2582
C -4.1804 1.1468 0.4947
C -4.7102 1.0732 -0.7895
C -5.9568 1.6172 -1.0601
C -6.6788 2.2349 -0.0496
C -6.1468 2.3164 1.2313
C -4.9004 1.7795 1.5050
H -1.2670 -4.7123 3.0400
H -2.8683 -4.4489 2.3313
H -2.5146 -3.9250 4.0074
H -0.8266 -2.1900 4.3895
H -0.1254 -0.1031 5.2094
H -0.1588 1.3269 4.1559
H 1.1526 0.1299 4.0281
H -4.1292 0.6026 -1.5723
H -6.3617 1.5641 -2.0629
H -7.6518 2.6610 -0.2592
H -6.7043 2.8081 2.0181
H -4.4681 1.8504 2.4937
N 4.8175 -1.4356 2.2770
C 3.9870 -2.2560 1.3124
C 4.7501 -3.4804 0.8715
P 2.7292 0.6710 0.2277
O 4.7237 1.9276 2.1112
O 1.4624 0.6351 -0.6414
O 2.0330 -0.0040 1.6805
P 2.4276 -2.4037 2.0292
O 1.6735 -3.6819 1.4278
O 2.3475 -2.2514 3.4931
O 1.4406 -1.2646 1.2994
H 5.7942 -1.7112 2.1998
H 4.5205 -1.5870 3.2518
H 4.7794 -0.4259 2.0999
H 5.6382 -3.2034 0.2931
H 4.1568 -4.0805 0.1777
H 5.0734 -4.1592 1.6778
H 5.2783 2.3938 2.7495
H 2.0362 -3.9461 0.5732
C -0.8002 1.8815 -2.5054
C -0.9484 2.7342 -1.2863
C -1.3861 4.0273 -1.2055
C -1.3395 4.4030 0.1667
C -0.8862 3.3224 0.8737
C -0.5940 3.2605 2.3348
N -0.6374 2.2783 -0.0094
H -1.0233 2.4824 -3.3870
H -1.4822 1.0251 -2.5095
H 0.2132 1.4906 -2.6143
H -1.6963 4.6336 -2.0435
H -1.5792 5.3658 0.5922
H -0.5578 4.2751 2.7332
H 0.3754 2.7947 2.5229
H -1.3488 2.6997 2.8884
N 4.0935 4.1035 5.2618
C 3.7176 3.9643 4.1809
C 3.3000 3.7861 2.8290
C 2.9396 4.8280 2.0434
C 2.4793 4.6174 0.7168
C 2.3419 3.3388 0.2920
N 2.6588 2.2542 1.0525
C 3.3468 2.3829 2.3126
H 2.9680 5.8289 2.4558
H 2.1429 5.4321 0.0963
H 1.8972 3.1026 -0.6685
H 2.9101 1.6917 3.0356
O -0.2846 -1.1719 -1.3087
S 0.5594 -2.4209 -1.4600
C -0.6335 -3.7850 -1.4772
C -1.7660 -3.5882 -2.4362
C -1.8041 -4.2918 -3.6379
C -2.8343 -4.0837 -4.5441
C -3.8327 -3.1652 -4.2529
C -3.8030 -2.4679 -3.0526
C -2.7779 -2.6762 -2.1418
C 1.0764 -2.4450 -3.1991
C 1.6317 -1.1223 -3.6380
C 0.9192 -0.3476 -4.5459
C 1.4356 0.8610 -4.9879
C 2.6560 1.3111 -4.5063
C 3.3617 0.5488 -3.5850
C 2.8547 -0.6680 -3.1577
H -0.9654 -3.8249 -0.4392
H -0.0469 -4.6817 -1.6999
H -1.0283 -5.0169 -3.8614
H -2.8577 -4.6403 -5.4722
H -4.6377 -2.9997 -4.9576
H -4.5863 -1.7575 -2.8181
H -2.7537 -2.1325 -1.2074
H 0.2317 -2.7461 -3.8172
H 1.8415 -3.2254 -3.2283
H -0.0439 -0.6937 -4.9038
H 0.8768 1.4581 -5.6970
H 3.0548 2.2594 -4.8431
H 4.3087 0.9028 -3.1977
H 3.4043 -1.2579 -2.4311